Record 1
{
  "formula": "C13H19F5N3O2",
  "method": "ωB97M-V/def2-TZVPD",
  "max_force_ev_per_a": 1.670,
  "orbital_gap_ev": 8.660,
  "lumo_energy_ev": -4.3,
  "spin_multiplicity": 1,
  "charge": 1,
  "species": ["C", "C", "O", "C", "C", "N", "N", "C", "C", "N", "C", "O", "C", "C", "C", "C", "C", "F", "F", "C", "F", "F", "F", "H", "H", "H", "H", "H", "H", "H", "H", "H", "H", "H", "H", "H", "H", "H", "H", "H", "H", "H"],
  "positions_angstrom": [[-3.591745, -2.520884, 0.979689], [-3.490590, -1.063533, 1.389563], [-3.307091, -0.162103, 0.257694], [-2.177568, -0.389598, -0.410784], [-2.209723, -1.069687, -1.629109], [-1.189338, -1.363727, -2.373038], [-0.005263, -0.953445, -1.932642], [1.163840, -1.275929, -2.765049], [1.947166, -2.456985, -2.156116], [2.218563, -3.479279, -3.168838], [0.103494, -0.266426, -0.806357], [1.361211, 0.146588, -0.497047], [-0.962557, 0.058209, 0.020142], [-0.806542, 0.869869, 1.263371], [-0.074357, 2.219667, 1.058323], [0.905637, 2.460969, 2.207890], [1.860211, 3.597288, 1.965751], [2.601976, 3.745524, 3.097747], [1.221570, 4.754757, 1.757202], [2.886217, 3.345948, 0.822039], [2.346695, 3.701035, -0.355793], [3.988264, 4.046932, 1.007852], [3.206544, 2.045515, 0.742824], [-2.610810, -2.967635, 0.851430], [-4.093382, -3.103411, 1.735672], [-4.108330, -2.599373, 0.030313], [-2.661062, -0.951039, 2.077169], [-4.381721, -0.766539, 1.919405], [-3.172786, -1.386305, -1.996714], [1.796645, -0.403044, -2.819859], [0.824999, -1.530493, -3.755130], [1.330808, -2.900577, -1.379535], [2.860588, -2.109609, -1.685763], [3.211829, -3.514288, -3.354233], [2.000720, -4.395630, -2.804102], [1.597693, -0.249364, 0.351426], [-0.234015, 0.277542, 1.975325], [-1.793190, 1.047702, 1.662611], [-0.813890, 3.008620, 1.106446], [0.400872, 2.297689, 0.092321], [0.353166, 2.682369, 3.113952], [1.495251, 1.572680, 2.403956]],
  "forces_ev_per_angstrom": [[0.434, 0.312, -0.441], [0.033, -0.602, 0.332], [-0.401, -0.300, 0.241], [0.063, 0.069, 0.022], [-1.082, -0.477, -0.506], [0.454, 0.110, -0.196], [-0.661, 0.304, -0.300], [0.648, -0.237, 0.344], [-0.215, -0.449, -0.367], [0.309, 0.077, 0.289], [1.547, 0.448, 0.442], [-0.497, -0.669, -0.297], [-0.109, 0.287, 0.194], [0.657, 0.265, -0.339], [-0.340, 0.030, 0.568], [-0.278, -0.114, -0.580], [0.554, -0.491, 0.758], [0.091, 0.037, 0.033], [-0.153, 0.280, -0.330], [-0.386, 0.524, -0.295], [0.051, -0.115, 0.053], [0.085, -0.016, -0.039], [0.083, -0.080, 0.118], [0.228, -0.062, -0.082], [-0.311, -0.084, 0.202], [-0.371, -0.175, -0.039], [0.261, 0.244, 0.161], [-0.297, 0.473, -0.248], [-0.089, -0.134, -0.183], [-0.024, 0.337, -0.027], [-0.382, -0.134, -0.125], [-0.102, -0.047, 0.231], [0.108, 0.198, 0.107], [0.039, 0.073, -0.257], [-0.192, -0.082, -0.064], [0.285, 0.291, 0.219], [-0.072, -0.148, 0.275], [-0.159, -0.050, 0.249], [-0.187, 0.206, -0.211], [0.182, -0.113, -0.195], [-0.020, 0.144, 0.231], [0.216, -0.131, 0.051]]
}



Record 2
{
  "formula": "C13H19HgP2",
  "method": "ωB97M-V/def2-TZVPD",
  "max_force_ev_per_a": 1.696,
  "orbital_gap_ev": 5.094,
  "lumo_energy_ev": 2.7,
  "spin_multiplicity": 1,
  "charge": -1,
  "species": ["C", "C", "C", "C", "C", "Hg", "P", "H", "H", "H", "H", "H", "H", "H", "H", "C", "P", "C", "C", "C", "C", "C", "C", "C", "H", "H", "H", "H", "H", "H", "H", "H", "H", "H", "H"],
  "positions_angstrom": [[0.231070, -0.290551, -4.873002], [-1.006902, -0.985954, -4.784734], [-0.831665, -2.062288, -3.866763], [0.555172, -2.174912, -3.559731], [1.216507, -1.038021, -4.123823], [1.671420, 2.162576, -2.496456], [-0.597586, 3.569520, -1.965044], [0.401913, 0.656060, -5.383432], [-1.925272, -0.728264, -5.299753], [-1.600224, -2.750196, -3.553087], [2.264456, -0.765403, -3.988476], [1.003592, -2.963864, -2.958600], [-1.590165, 2.956409, -1.123223], [-1.360453, 3.691621, -3.181145], [-0.607089, 4.941244, -1.528043], [-1.596656, -0.222479, 0.617964], [0.224434, -0.040511, 0.775788], [0.311653, 1.769474, 1.185235], [0.481791, -0.723173, 2.468055], [-0.498300, -1.390584, 3.221907], [-0.317267, -1.553492, 4.599901], [0.871597, -1.137419, 5.213528], [1.914323, -0.619473, 4.431018], [1.737794, -0.450137, 3.058388], [-1.946473, 0.312088, -0.273822], [-2.089633, 0.183578, 1.508614], [-1.838586, -1.286732, 0.500436], [-0.654100, 2.266450, 1.024808], [0.606636, 1.855344, 2.242514], [1.062599, 2.256480, 0.545587], [-1.403385, -1.770724, 2.739070], [-1.106854, -2.002780, 5.205343], [0.992296, -1.228069, 6.291480], [2.864594, -0.347696, 4.898091], [2.558768, -0.088118, 2.431422]],
  "forces_ev_per_angstrom": [[0.429, -0.847, 0.504], [0.588, 0.220, 1.062], [0.780, -0.048, -1.059], [-0.375, 1.171, -0.026], [-1.052, -0.078, -0.229], [1.414, -0.863, -0.363], [-1.045, 0.377, 0.001], [0.039, -0.260, -0.097], [-0.028, 0.116, 0.166], [-0.128, -0.227, -0.060], [-0.288, -0.119, -0.116], [-0.033, 0.262, -0.008], [0.035, 0.663, -0.360], [0.119, 0.110, 0.703], [-0.513, -0.473, -0.087], [-0.037, -0.127, 0.089], [0.121, -0.382, -0.491], [0.212, 0.117, 0.265], [0.193, 0.024, 0.237], [0.298, 0.296, 0.162], [0.383, -0.083, 0.000], [-0.106, 0.069, -0.390], [-0.140, -0.218, -0.011], [-0.553, -0.073, 0.223], [0.162, -0.187, 0.144], [-0.106, -0.087, -0.141], [-0.056, 0.291, -0.048], [0.182, -0.156, 0.125], [-0.120, 0.265, -0.375], [-0.183, -0.127, 0.244], [0.229, 0.378, 0.252], [0.218, 0.070, -0.192], [-0.020, -0.025, -0.213], [-0.290, -0.121, -0.151], [-0.329, 0.073, 0.242]]
}



Record 3
{
  "formula": "C13H19I2N7ORuS",
  "method": "ωB97M-V/def2-TZVPD",
  "max_force_ev_per_a": 0.700,
  "orbital_gap_ev": [6.040, 6.100],
  "lumo_energy_ev": [-14.6, -14.6],
  "e_above_lowest_kj_mol": 40.9,
  "spin_multiplicity": 5,
  "s_squared": 6.058,
  "charge": 4,
  "species": ["Ru", "I", "C", "I", "H", "H", "N", "N", "N", "C", "N", "N", "H", "H", "H", "C", "C", "C", "N", "C", "S", "N", "C", "O", "C", "C", "C", "C", "C", "C", "H", "H", "H", "H", "H", "H", "H", "H", "H", "H", "H", "H", "H", "H"],
  "positions_angstrom": [[-1.799020, 2.843952, -0.999899], [-2.920320, 4.390418, 1.006416], [-4.790991, 4.034567, 0.041849], [-4.474977, 2.902701, -1.736278], [-5.209164, 4.996396, -0.240681], [-5.431359, 3.469264, 0.712639], [-1.157577, 7.276765, -3.563842], [-0.902503, 6.074286, -3.105536], [0.256507, 5.474270, -3.412028], [0.146148, 4.329937, -2.794820], [-1.040238, 4.245768, -2.142795], [-1.707899, 5.407646, -2.357626], [-0.450632, 7.696264, -4.153969], [-2.055750, 7.691921, -3.364695], [0.900949, 3.561344, -2.820921], [2.761403, -2.461708, -1.391038], [3.343936, -1.115180, -0.977672], [2.783555, -0.603787, 0.350975], [1.506833, 0.139380, 0.115729], [0.273493, -0.239528, 0.192810], [-1.006479, 0.799936, -0.494591], [-0.152282, -1.424279, 0.715888], [0.352728, -1.949642, 1.957688], [1.015780, -1.270533, 2.678857], [0.015737, -3.374621, 2.288602], [0.053812, -3.724154, 3.660458], [-0.117405, -5.082823, 4.089021], [-0.415283, -6.062371, 3.172753], [-0.426036, -5.727221, 1.817543], [-0.255949, -4.356093, 1.376205], [3.030477, -2.704345, -2.417207], [1.668319, -2.473313, -1.327215], [3.153968, -3.259491, -0.758261], [3.192028, -0.368916, -1.762480], [4.426167, -1.182242, -0.855220], [3.451299, 0.114535, 0.825351], [2.609527, -1.404361, 1.057994], [1.651689, 1.086673, -0.213007], [-1.068549, -1.739545, 0.419920], [0.171260, -2.946812, 4.407609], [0.021758, -5.318736, 5.137722], [-0.559434, -7.089669, 3.482458], [-0.505606, -6.504763, 1.066009], [-0.339920, -4.151887, 0.315285]],
  "forces_ev_per_angstrom": [[0.174, 0.258, 0.485], [0.142, -0.060, -0.203], [-0.100, 0.002, 0.023], [0.049, -0.120, -0.078], [-0.008, -0.014, 0.025], [-0.005, 0.030, -0.009], [0.006, 0.061, 0.023], [0.002, 0.084, -0.067], [-0.042, -0.071, 0.072], [0.055, -0.058, -0.112], [-0.097, 0.163, 0.022], [0.086, -0.128, 0.058], [-0.006, -0.020, -0.021], [-0.004, -0.011, -0.001], [0.001, -0.002, -0.012], [0.053, -0.010, 0.016], [0.050, 0.017, -0.038], [0.074, 0.006, -0.106], [-0.098, -0.121, 0.214], [0.309, 0.376, 0.015], [-0.476, -0.432, -0.278], [0.038, 0.058, 0.007], [-0.082, -0.052, 0.063], [-0.003, 0.010, -0.032], [-0.143, 0.071, -0.007], [-0.027, -0.161, 0.052], [0.019, 0.099, -0.057], [0.153, -0.058, 0.074], [0.024, 0.153, -0.050], [-0.002, -0.076, 0.024], [-0.002, 0.000, 0.005], [-0.019, 0.028, -0.064], [-0.052, 0.013, 0.027], [-0.015, 0.048, 0.047], [-0.019, -0.083, 0.002], [-0.072, 0.050, 0.002], [0.012, -0.022, -0.011], [-0.001, -0.020, -0.044], [0.018, -0.016, -0.035], [0.138, -0.008, -0.013], [-0.125, 0.023, 0.010], [0.015, 0.000, -0.016], [-0.110, 0.011, 0.000], [0.091, -0.020, -0.013]]
}



Record 4
{
  "formula": "C13H19IIrN3O3",
  "method": "ωB97M-V/def2-TZVPD",
  "max_force_ev_per_a": 0.965,
  "orbital_gap_ev": [6.794, 7.882],
  "lumo_energy_ev": [0.3, -0.5],
  "e_above_lowest_kj_mol": 0.0,
  "spin_multiplicity": 5,
  "s_squared": 6.018,
  "species": ["Ir", "C", "C", "N", "C", "C", "N", "C", "C", "N", "H", "H", "H", "H", "H", "H", "H", "H", "H", "H", "H", "H", "H", "H", "H", "I", "C", "C", "C", "C", "C", "C", "C", "O", "O", "H", "H", "H", "H", "O"],
  "positions_angstrom": [[-1.218895, 0.879437, 0.419583], [-0.265803, 3.888415, 0.987475], [-0.008101, 3.505644, -0.481294], [0.558823, 2.160204, -0.603564], [1.776220, 1.909365, 0.162212], [1.805052, 0.566750, 0.923179], [0.595043, 0.223194, 1.651138], [0.411038, 0.844080, 2.964830], [0.199227, 2.356947, 2.889979], [-0.729433, 2.768201, 1.823651], [-0.987363, 4.705848, 1.004617], [0.651651, 4.290830, 1.419116], [0.643425, 4.278588, -0.909866], [-0.943280, 3.508364, -1.041295], [0.622785, 1.829009, -1.555599], [1.922646, 2.737555, 0.850495], [2.675361, 1.901262, -0.462410], [2.705398, 0.658187, 1.547761], [1.972321, -0.240536, 0.210053], [0.439910, -0.792226, 1.647789], [1.272678, 0.660336, 3.619654], [-0.456453, 0.364554, 3.420069], [1.161275, 2.829613, 2.700151], [-0.125549, 2.720950, 3.867783], [-1.662485, 2.928281, 2.170813], [-1.171233, -6.700760, -4.646899], [-0.929623, -5.135827, -3.295508], [-1.073072, -3.825518, -3.734705], [-0.911842, -2.787671, -2.828864], [-0.609189, -3.051112, -1.497664], [-0.474131, -4.369193, -1.074437], [-0.632413, -5.417773, -1.967698], [-0.426165, -1.928364, -0.508418], [-0.174829, -2.210040, 0.675913], [-0.517289, -0.744827, -0.981864], [-1.310823, -3.622307, -4.770035], [-1.025501, -1.757637, -3.138297], [-0.245194, -4.551779, -0.033027], [-0.528133, -6.442966, -1.639312], [-2.986052, 1.062922, 0.214496]],
  "forces_ev_per_angstrom": [[-0.727, -0.628, 0.090], [-0.039, -0.014, 0.029], [0.098, 0.083, -0.164], [-0.269, -0.051, 0.303], [0.278, -0.197, -0.053], [0.321, 0.215, -0.369], [-0.018, 0.743, 0.298], [0.057, -0.248, 0.080], [-0.020, 0.034, -0.020], [0.480, 0.393, 0.216], [-0.041, -0.033, -0.047], [-0.024, 0.056, 0.024], [-0.007, -0.003, -0.020], [-0.011, 0.016, 0.009], [-0.047, 0.074, -0.049], [-0.017, -0.034, 0.025], [-0.111, 0.096, -0.166], [-0.161, -0.365, 0.262], [-0.006, 0.020, -0.024], [-0.017, -0.039, -0.111], [-0.010, -0.007, 0.016], [-0.008, 0.009, 0.005], [-0.005, 0.050, 0.038], [-0.039, -0.059, 0.017], [-0.029, 0.015, 0.056], [-0.012, -0.098, -0.083], [0.019, 0.165, 0.137], [0.014, -0.084, 0.052], [0.001, 0.014, 0.057], [-0.032, -0.114, -0.025], [0.004, 0.065, -0.015], [-0.017, 0.040, -0.081], [0.175, 0.153, -0.054], [-0.030, -0.116, 0.033], [0.219, -0.374, -0.249], [0.001, 0.017, 0.012], [-0.001, -0.015, -0.022], [-0.001, -0.027, -0.012], [0.002, 0.013, 0.012], [0.031, 0.235, -0.207]]
}



Number 1: E_tot -35935.0402 eV. Number 2: E_tot -36539.6917 eV. Number 3: E_tot -55838.7188 eV. Number 4: E_tot -35338.4871 eV.